Molecular formula: C5H37N2O13
Method: DFT, wB97M-V/def2-TZVPD

Results
E_HOMO: -6.772 eV
lowest unoccupied orbital energy: 0.0924 hartree
net charge: -1
HOMO-LUMO gap: 0.3413 hartree
relative energy (zero: lowest compared OMol25 entry of this formula, charge and spin): 0.00 kJ/mol

Structure (XYZ):
```
57
C5H37N2O13 | the OMol25 dataset | wB97M-V/def2-TZVPD
C -0.4925 -0.9766 -0.5870
O -0.5227 -2.3724 -0.2743
C -1.1618 -0.0664 0.4707
C -1.4876 1.2908 -0.1534
C -0.2528 2.0397 -0.6386
C 1.2508 2.2977 -2.5244
N -0.0558 1.8368 -2.0886
N -2.3944 -0.6307 1.0183
H -1.0875 -0.9013 -1.4982
H 0.5364 -0.6443 -0.7354
H -0.4380 0.0512 1.2852
H -2.0350 1.8910 0.5741
H -2.2267 1.1495 -0.9548
H 0.6432 1.7221 -0.0921
H -0.3611 3.1137 -0.4681
H 1.3297 2.2018 -3.6096
H 1.3640 3.3646 -2.3184
H 2.0825 1.7463 -2.0692
H -0.2177 0.8647 -2.3120
H -3.0564 -0.8361 0.2751
H -2.1987 -1.4846 1.5198
H 2.7006 -1.0519 0.7217
H 3.8191 -1.9786 0.0311
O 3.1762 -1.2932 -0.1880
H 0.9999 2.6447 3.1033
H -0.4792 2.7008 3.5279
O 0.2503 3.2688 3.2431
H 2.3084 0.5540 2.5022
H 3.0969 1.9145 2.3680
O 2.3689 1.5108 2.8341
H -2.1435 -2.6833 -0.9111
H -2.7272 -2.2634 -2.2291
O -3.0132 -2.5523 -1.3322
H 2.3177 -2.2801 -1.3389
H 0.9742 -2.9862 -1.4017
O 1.7843 -2.8775 -1.9340
H -1.6715 2.9226 -2.7263
H -2.6000 3.5852 -1.7352
O -2.4839 3.4751 -2.6875
H -0.9632 -1.6034 -3.8147
H -2.2425 -0.8535 -4.2666
O -1.9559 -1.6059 -3.7149
H -0.9406 0.4898 3.9987
H -2.1792 0.5070 3.0484
O -1.7741 0.9841 3.7958
H 1.2209 -1.9359 -3.2268
H 0.8678 -0.4324 -3.3493
O 0.7946 -1.2666 -3.8309
H 2.8949 -1.3857 2.6360
H 1.1649 -2.0965 2.1375
O 2.1665 -1.0000 2.1313
H -0.1703 -2.5345 2.8722
H -0.1546 -2.5829 0.6373
O 0.4293 -2.8230 2.1650
H 1.1729 0.6330 4.4047
H 1.0891 -0.5708 3.4482
O 0.6838 -0.1899 4.2616
```

Mulliken atomic charge list, values in e, 5 entries:
1. C -0.7340
2. O -0.7743
3. C 1.8387
4. C -1.5554
5. C -0.6414

---

Molecular formula: C5H37O15
Method: DFT, wB97M-V/def2-TZVPD

Results
E_HOMO: -7.197 eV
lowest unoccupied orbital energy: 0.0858 hartree
net charge: -1
HOMO-LUMO gap: 0.3503 hartree
relative energy (zero: lowest compared OMol25 entry of this formula, charge and spin): 0.00 kJ/mol

Structure (XYZ):
```
57
C5H37O15 | the OMol25 dataset | wB97M-V/def2-TZVPD
C -0.7374 2.2602 1.4297
O -2.0105 2.8177 1.0579
C -0.8888 0.7869 1.8602
C -1.1524 -0.1647 0.6763
C 0.1422 -0.6806 0.0386
C 0.6600 -1.9581 0.6892
O 1.6648 -2.6300 -0.0971
H -0.0077 2.3506 0.6274
H -0.4288 2.8886 2.2570
H -2.1089 2.7969 0.0650
H 0.0278 0.4974 2.4035
H -1.7222 0.7679 2.5591
H -1.7530 -1.0262 1.0182
H -1.7440 0.3652 -0.0759
H 0.9323 0.1018 0.0733
H 0.0438 -0.8372 -1.0402
H -0.0935 -2.7492 0.7582
H 1.0874 -1.7782 1.6871
H 3.7508 -0.1023 2.3656
H 2.9540 -1.2315 3.0144
O 3.6235 -0.5753 3.2348
H 3.6388 -0.6857 -1.4043
H 2.5039 -2.0626 -0.2386
O 3.8047 -1.1116 -0.5536
H -4.1147 0.8714 2.2975
H -3.3483 1.8722 1.3865
O -4.1687 1.2995 1.4398
H -2.2162 1.9494 -1.9478
H -3.5477 2.3819 -1.4541
O -2.6324 2.7306 -1.5316
H 1.1095 -1.3235 -3.4173
H 1.4096 0.1960 -3.1390
O 0.9612 -0.4063 -3.7702
H -2.3003 -1.8163 2.5408
H -0.9248 -2.4702 2.8460
O -1.8708 -2.6365 2.7913
H -1.8906 -1.7842 -3.0321
H -2.1487 -2.4546 -1.6740
O -2.0375 -2.6674 -2.6103
H 3.8332 -0.3211 0.1173
H 4.7266 1.2591 0.9388
O 3.8215 0.9317 1.0202
H 3.1413 1.3911 3.8196
H 3.2183 1.8633 2.3773
O 3.0018 2.1817 3.2856
H 0.0717 -2.9956 -2.7166
H 1.3515 -2.7882 -1.7861
O 1.0286 -2.8352 -2.7361
H -4.1455 0.3737 -1.5120
H -4.6644 1.0524 -0.2361
O -4.7546 1.0570 -1.2076
H -1.8269 -0.3441 -4.6878
H -0.5907 -0.2442 -3.7029
O -1.6171 -0.2655 -3.7480
H 3.2374 1.4354 -0.1801
H 2.8280 2.7122 -1.0498
O 2.8731 1.7544 -1.1269
```

Mulliken atomic charge list, values in e, 5 entries:
1. C -0.5790
2. O -0.6530
3. C -0.7372
4. C -0.1512
5. C 1.5331

---

Molecular formula: C5H38N2O14
Method: DFT, wB97M-V/def2-TZVPD

Results
E_HOMO: -9.582 eV
lowest unoccupied orbital energy: -0.0078 hartree
HOMO-LUMO gap: 0.3444 hartree
relative energy (zero: lowest compared OMol25 entry of this formula, charge and spin): 321.64 kJ/mol

Structure (XYZ):
```
59
C5H38N2O14 | the OMol25 dataset | wB97M-V/def2-TZVPD
N -1.1856 -2.2424 -0.0774
C -0.0857 -2.2189 0.9134
C -0.4640 -2.8030 2.3021
C 0.2618 -0.7824 1.1782
N 1.5215 -0.2682 1.0858
C 2.6136 -0.9883 0.4582
C 3.4324 -1.7905 1.4920
O -0.6338 -0.0543 1.6071
H -1.8157 -1.4310 -0.0347
H -0.7075 -2.1288 -0.9669
H 0.7012 -2.8174 0.4530
H -0.4658 -2.0873 3.1175
H 0.0855 -3.7244 2.4879
H -1.5183 -3.0886 2.2128
H 1.5419 0.7362 1.1462
H 3.3077 -0.2237 0.1072
H 2.3286 -1.7222 -0.2838
H 2.7241 -2.2166 2.2122
H 4.0497 -2.5782 1.0750
H 4.0797 -1.1678 2.1136
H -0.5244 3.0393 -2.9012
H -1.3223 2.2456 -1.7813
O -1.2122 2.3965 -2.7256
H -3.9039 2.3433 -1.4256
H -3.8362 0.9185 -0.8815
O -4.3945 1.7055 -0.9008
H -0.4696 1.5704 0.7299
H 0.2921 1.7075 -0.6080
O -0.2811 2.2116 0.0131
H 2.5620 -4.7989 -0.7842
H 1.2945 -4.6837 -0.0517
O 2.0013 -4.1184 -0.3959
H -1.0749 5.0294 0.6111
H -1.8175 3.8331 1.1146
O -1.5990 4.7389 1.3696
H -1.1481 0.7161 -3.6285
H -1.4035 -0.8052 -3.5589
O -0.9543 -0.1312 -4.0764
H -0.1168 3.6559 2.9106
H 0.9897 3.2091 2.0824
O 0.6120 3.0206 2.9496
H -2.0272 2.0485 3.6977
H -2.9384 2.7191 2.7874
O -2.7611 1.8253 3.1063
H 1.0667 -4.4209 -2.0254
H 0.3212 -3.2043 -2.2337
O 0.7336 -3.8880 -2.7736
H 0.7384 3.6514 -0.5458
H 2.0353 4.5394 -0.7021
O 1.0829 4.5553 -0.5968
H 1.4323 -1.8581 -2.9757
H 0.5767 -0.6389 -3.3746
O 0.8764 -1.1660 -2.5895
H -2.8729 0.0988 1.5489
H -3.6111 -1.2129 1.0426
O -3.2255 -0.3738 0.7833
H 1.8428 1.5563 -2.5054
H 1.6577 0.2949 -1.6854
O 1.6076 1.2679 -1.6190
```

Mulliken atomic charge list, values in e, 5 entries:
1. N -0.7493
2. C 2.8589
3. C -1.6390
4. C -0.5433
5. N 0.1743

---

Molecular formula: C5H38NO15
Method: DFT, wB97M-V/def2-TZVPD

Results
E_HOMO: -12.483 eV
lowest unoccupied orbital energy: -0.1113 hartree
net charge: +1
HOMO-LUMO gap: 0.3474 hartree
relative energy (zero: lowest compared OMol25 entry of this formula, charge and spin): 555.42 kJ/mol

Structure (XYZ):
```
59
C5H38NO15 | the OMol25 dataset | wB97M-V/def2-TZVPD
O 0.8088 -3.2928 2.4496
C 0.5359 -2.6741 1.4365
C -0.0828 -1.2759 1.3662
C -0.7108 -0.8585 2.7474
C -1.9818 -0.0893 2.7485
C -2.2455 1.0555 3.3786
N -1.1349 -1.2395 0.2178
H 1.0666 -2.9558 0.5916
H 0.5705 -0.3439 1.2629
H 0.0608 -0.1371 3.2510
H -0.9557 -1.6919 3.4601
H -2.8460 -0.5889 2.2197
H -1.3247 1.6403 3.7394
H -3.1600 1.5255 3.4917
H -1.5194 -0.2845 0.1240
H -1.7140 -2.0656 0.4603
H -0.6040 -1.4104 -0.7152
H -1.6865 -4.1493 -1.0944
H -0.4286 -4.4347 -0.3325
O -0.8574 -4.6014 -1.1662
H -3.5762 1.7091 -3.2499
H -2.6164 1.4901 -1.9978
O -3.0712 1.0717 -2.7506
H 0.6514 -3.4492 -1.5584
H 2.0475 -3.8998 -1.9825
O 1.5273 -3.1675 -1.7164
H 3.9573 0.0011 0.0675
H 3.1497 -1.1540 -0.0178
O 3.2045 -0.3467 0.4182
H 3.1186 -0.0089 3.6800
H 2.7839 -0.3720 5.0673
O 2.4553 0.2370 4.2678
H -1.7750 -1.9585 -3.4887
H -2.9130 -0.9088 -3.5714
O -2.7258 -1.9429 -3.6721
H 0.3994 2.4424 -3.9776
H 0.6114 2.6232 -2.4404
O 0.1121 2.1749 -3.0538
H 0.6733 4.0371 0.9738
H -0.5744 4.9214 0.4022
O -0.3079 4.1812 0.9845
H 4.2515 2.2370 0.1294
H 5.3463 2.3408 -1.0607
O 4.4475 2.4249 -0.8132
H 1.1393 -1.6112 -2.3919
H 0.4335 -0.2067 -2.0380
O 0.4410 -1.0800 -2.2509
H -0.3572 1.4789 0.9397
H -0.6217 2.2228 -0.1766
O -0.4341 1.3329 -0.0428
H 1.5289 4.6058 -3.6035
H 1.8266 5.0172 -2.0655
O 1.2819 4.5085 -2.6787
H -3.3422 -2.2692 -2.1329
H -3.9261 -3.7393 -1.4938
O -3.6276 -2.7331 -1.2466
H 0.9831 2.5262 2.5441
H 0.8233 1.5627 3.7105
O 0.8839 1.5729 2.6506
```

Mulliken atomic charge list, values in e, 5 entries:
1. O -0.4613
2. C -0.6965
3. C 0.4910
4. C 0.1902
5. C -0.0698

---

In g mol⁻¹, the M values for the records above are, in order, 333.4; 337.3; 350.4; 352.4.